The following is a quantum chemistry calculation of C10H15CrF3N6S as an isolated structure at a distorted geometry, from the OMol25 dataset.

```
36
Properties=species:S:1:pos:R:3:lowdin_spin:R:1
Cr 0.00 0.00 0.00 3.00
F 2.24 -1.48 4.37 0.00
C 2.26 -0.12 4.26 0.00
F 2.33 0.30 5.58 0.00
F 3.48 0.24 3.76 0.00
C 1.07 0.50 3.56 0.00
C 0.24 1.37 4.31 0.01
C -0.88 1.98 3.76 0.00
C -1.19 1.73 2.44 0.01
N -0.46 0.93 1.66 0.00
C 0.71 0.28 2.23 0.03
S 1.85 -0.89 1.25 -0.06
H 0.47 1.57 5.36 0.00
H -1.50 2.65 4.36 0.00
H -2.05 2.19 1.96 0.00
C 0.24 -3.73 -3.72 0.00
N 1.02 -2.78 -2.93 0.01
C 2.03 -2.07 -3.73 0.00
C 0.42 -2.11 -1.88 0.02
N 0.57 -0.87 -1.61 -0.01
N -0.36 -2.90 -1.06 0.01
C -1.03 -2.61 0.11 0.02
N -1.60 -3.69 0.69 0.01
N -1.10 -1.44 0.61 0.01
H 0.84 -4.19 -4.51 0.00
H -0.61 -3.22 -4.19 0.00
H -0.14 -4.55 -3.10 0.00
H 2.58 -2.76 -4.37 0.00
H 2.77 -1.59 -3.08 0.00
H 1.56 -1.31 -4.35 0.00
H 1.32 -0.09 -2.18 0.00
H -0.08 -3.87 -1.10 0.00
H -2.12 -4.26 0.04 0.00
H -2.21 -3.41 1.46 0.00
H -1.61 -1.13 1.67 0.01
H 0.95 1.32 -0.47 -0.07
```

Results
DFT total energy = -2460.5856 hartree
HOMO energy (spin up / spin down) = -0.415 / -0.420 Ha
LUMO (spin up / spin down) = -0.138 / -0.118 hartree
2S+1 = 4
charge = +1
Kohn-Sham gap (spin up / spin down) = 7.54 / 8.21 eV

=====

The following is a quantum chemistry calculation of C30H32AsMoN3O5S2Si as an isolated structure at a distorted geometry, from the OMol25 dataset.

```
75
Properties=species:S:1:pos:R:3:lowdin_spin:R:1
Mo 9.60 12.86 11.40 1.30
O 11.92 8.30 8.03 0.03
C 11.40 9.21 8.93 0.05
C 10.08 9.20 9.28 -0.02
C 9.63 10.05 10.32 0.07
N 10.44 11.03 10.83 0.05
C 11.80 10.81 10.64 0.14
C 12.25 10.17 9.43 0.01
C 12.82 10.94 11.71 0.03
O 13.99 11.20 11.37 0.03
O 12.49 10.85 13.02 0.02
C 8.25 9.75 10.83 0.01
O 8.18 9.66 12.13 0.01
O 7.27 9.52 10.08 0.01
H 11.28 7.56 7.97 0.00
H 9.32 8.55 8.77 0.00
H 13.27 10.26 9.05 0.00
S 11.15 14.51 11.82 0.08
C 10.15 16.02 11.75 0.02
C 10.47 17.15 12.53 0.00
C 9.55 18.16 12.66 0.00
C 8.36 18.06 11.94 0.00
C 8.08 16.97 11.08 0.01
C 9.07 16.00 10.94 0.02
As 9.02 14.59 9.57 0.04
C 10.55 15.03 8.53 0.00
C 11.13 16.30 8.42 0.00
C 12.21 16.49 7.54 0.00
C 12.72 15.38 6.87 0.00
C 12.26 14.09 7.10 0.00
C 11.15 13.91 7.94 0.00
C 7.64 15.19 8.36 0.01
C 6.63 14.31 8.09 0.00
C 5.79 14.56 6.97 0.00
C 6.05 15.65 6.15 0.00
C 7.12 16.54 6.47 0.00
C 7.96 16.27 7.54 0.00
H 11.39 17.07 13.10 0.00
H 9.86 19.08 13.11 0.00
H 7.75 18.96 11.91 0.00
H 7.03 16.80 10.74 0.00
H 10.70 17.09 9.02 0.00
H 12.68 17.51 7.41 0.00
H 13.55 15.57 6.14 0.00
H 12.81 13.20 6.78 0.00
H 10.76 12.89 8.07 0.00
H 6.57 13.38 8.72 0.00
H 4.89 13.88 6.86 0.00
H 5.47 15.82 5.25 0.00
H 7.34 17.34 5.77 0.00
H 8.70 17.03 7.81 0.00
C 4.56 10.71 11.78 0.00
N 5.96 10.96 12.14 0.00
C 6.44 12.14 11.89 0.02
N 5.81 13.10 11.20 0.01
S 7.90 12.64 12.86 0.05
H 4.23 9.68 12.09 0.00
H 4.51 10.68 10.65 0.00
H 3.85 11.44 12.23 0.00
H 6.64 10.17 12.39 0.00
H 4.80 13.11 11.04 0.00
H 6.32 14.01 11.17 0.00
C 14.42 8.74 13.14 0.00
Si 13.89 10.26 14.07 0.00
C 13.18 9.73 15.74 0.00
C 15.06 11.71 14.30 0.00
H 15.07 8.05 13.74 0.00
H 14.85 8.99 12.11 0.00
H 13.50 8.14 12.96 0.00
H 12.20 10.20 15.96 0.00
H 13.93 10.18 16.42 0.00
H 13.15 8.68 15.96 0.00
H 15.33 12.19 13.36 0.00
H 16.00 11.33 14.75 0.00
H 14.48 12.35 15.02 0.00
```

Results
DFT total energy = -5092.6347 hartree
HOMO energy (spin up / spin down) = -0.215 / -0.257 Ha
LUMO (spin up / spin down) = -0.019 / -0.018 hartree
2S+1 = 3
Kohn-Sham gap (spin up / spin down) = 5.34 / 6.52 eV

=====

The following is a quantum chemistry calculation of one molecule with the formula C5H8O2, from the OMol25 dataset.

```
15
Properties=species:S:1:pos:R:3:mulliken_charge:R:1
C 2.06 -0.41 0.32 -1.29
C 1.02 0.65 0.55 0.20
O 0.38 1.22 -0.58 -0.43
C -0.41 0.45 0.32 -0.11
C -2.92 0.58 -0.91 -0.28
O -2.51 -0.50 -0.31 -0.19
C -1.08 -0.78 -0.24 -0.61
H 2.22 -0.98 1.24 0.30
H 1.75 -1.11 -0.47 0.34
H 3.01 0.04 0.02 0.34
H 1.28 1.39 1.31 0.42
H -1.10 1.04 0.93 0.43
H -2.00 1.09 -1.34 0.20
H -0.72 -1.03 -1.24 0.40
H -0.99 -1.66 0.41 0.28
```

Results
DFT total energy = -345.6297 hartree
HOMO energy = -0.315 Ha
LUMO = 0.025 hartree
2S+1 = 1
Kohn-Sham gap = 9.24 eV

=====

Number 2 is which compound? C30H32AsMoN3O5S2Si